The following is a quantum chemistry calculation of C38H35N2P2PtSSi as an isolated structure at a distorted geometry, from the OMol25 dataset.

```
80
Properties=species:S:1:pos:R:3:lowdin_charge:R:1
Pt 0.046 -0.356 0.727 0.411
C -3.195 -0.066 1.971 -0.177
Si -2.230 0.005 0.362 0.488
C -2.457 1.730 -0.352 -0.285
C -3.688 2.257 -0.724 -0.082
C -3.788 3.517 -1.306 -0.061
C -2.647 4.272 -1.518 -0.058
C -1.412 3.771 -1.123 -0.075
C -1.321 2.516 -0.535 -0.377
P 0.299 1.882 0.016 0.927
C 0.903 3.189 1.143 -0.354
C 2.279 3.361 1.298 -0.146
C 2.778 4.330 2.153 -0.091
C 1.909 5.131 2.886 -0.079
C 0.540 4.957 2.747 -0.068
C 0.039 4.000 1.875 -0.072
C 1.374 2.082 -1.429 -0.346
C 1.488 0.992 -2.293 -0.082
C 2.188 1.114 -3.484 -0.063
C 2.790 2.319 -3.813 -0.066
C 2.687 3.404 -2.956 -0.065
C 1.977 3.293 -1.772 -0.097
C -2.871 -1.378 -0.786 -0.265
C -4.075 -1.364 -1.484 -0.073
C -4.486 -2.475 -2.214 -0.059
C -3.710 -3.626 -2.241 -0.061
C -2.510 -3.670 -1.545 -0.078
C -2.094 -2.545 -0.844 -0.380
P -0.528 -2.472 0.043 0.884
C 0.819 -2.587 -1.180 -0.372
C 0.602 -2.571 -2.561 -0.076
C 1.682 -2.487 -3.420 -0.084
C 2.969 -2.375 -2.921 -0.086
C 3.193 -2.360 -1.559 -0.067
C 2.117 -2.475 -0.682 -0.121
C -0.405 -3.921 1.129 -0.347
C 0.353 -5.048 0.831 -0.078
C 0.384 -6.110 1.723 -0.068
C -0.337 -6.054 2.908 -0.066
C -1.093 -4.928 3.208 -0.065
C -1.123 -3.863 2.323 -0.094
H -4.270 -0.055 1.771 0.040
H -2.956 0.797 2.594 0.033
H -2.967 -0.975 2.529 0.014
H -4.594 1.683 -0.562 0.100
H -4.755 3.907 -1.596 0.111
H -2.717 5.246 -1.982 0.111
H -0.519 4.365 -1.277 0.106
H 2.957 2.750 0.716 0.102
H 3.848 4.484 2.231 0.109
H 2.298 5.896 3.545 0.109
H -0.144 5.578 3.310 0.110
H -1.032 3.881 1.764 0.111
H 1.012 0.054 -2.031 0.069
H 2.263 0.269 -4.153 0.097
H 3.339 2.415 -4.741 0.110
H 3.153 4.345 -3.218 0.111
H 1.890 4.149 -1.116 0.103
H -4.707 -0.484 -1.467 0.095
H -5.421 -2.445 -2.757 0.111
H -4.040 -4.490 -2.802 0.111
H -1.904 -4.569 -1.553 0.117
H -0.404 -2.644 -2.953 0.107
H 1.519 -2.503 -4.490 0.114
H 3.805 -2.299 -3.605 0.113
H 4.203 -2.283 -1.178 0.109
H 2.272 -2.507 0.391 0.082
H 0.917 -5.102 -0.092 0.108
H 0.975 -6.985 1.487 0.110
H -0.307 -6.885 3.600 0.110
H -1.654 -4.875 4.131 0.110
H -1.702 -2.977 2.559 0.091
N 1.929 1.459 4.103 0.135
C 2.262 0.548 3.195 -0.921
N 3.429 0.676 2.557 0.119
S 1.239 -0.787 2.914 0.571
H 2.491 2.274 4.285 0.113
H 1.019 1.396 4.526 0.108
H 4.096 1.391 2.794 0.117
H 3.730 -0.085 1.974 0.102
```

total charge	+1
E_HOMO	-10.459	eV
energy above the lowest of the compared OMol25 structures with the same formula, charge and spin	0.0561	eV
frontier orbital gap	8.210	eV
LUMO energy	-0.083	Eh

The following is a quantum chemistry calculation of C38H36As3NO6SY as an isolated structure at a distorted geometry, from the OMol25 dataset.

```
86
Properties=species:S:1:pos:R:3:lowdin_charge:R:1
Y 1.532 -0.019 0.209 1.273
O 3.291 1.872 -0.531 -0.319
As 4.542 0.738 0.044 0.945
O 5.953 0.888 -0.727 -0.404
O 3.482 -0.601 -0.211 -0.547
C 4.762 0.959 1.959 -0.212
C 6.110 1.126 2.248 -0.078
C 6.567 1.247 3.561 -0.041
C 5.679 1.201 4.607 -0.041
C 4.317 1.043 4.350 -0.041
C 3.860 0.919 3.053 -0.255
S 2.106 0.785 2.894 0.543
O 1.474 1.111 4.122 -0.228
O 1.784 1.648 1.717 -0.456
O 1.807 -0.584 2.355 -0.411
H 3.651 2.541 -1.126 0.077
H 6.815 1.159 1.427 0.099
H 7.624 1.379 3.747 0.118
H 6.023 1.298 5.628 0.118
H 3.607 1.031 5.165 0.118
C -1.331 1.823 0.794 -0.391
C -1.459 0.357 1.233 -0.453
As -1.929 -0.780 -0.344 1.292
C -3.829 -0.402 -0.414 -0.385
C -4.523 -1.068 -1.422 -0.123
C -5.890 -0.887 -1.573 -0.074
C -6.570 -0.022 -0.728 -0.076
C -5.882 0.652 0.268 -0.072
C -4.514 0.465 0.428 -0.103
C -1.978 -2.544 0.480 -0.411
C -2.043 -3.656 -0.352 -0.135
C -2.078 -4.935 0.189 -0.082
C -2.030 -5.115 1.563 -0.079
C -1.957 -4.010 2.399 -0.072
C -1.939 -2.730 1.861 -0.105
As -0.055 2.075 -0.706 1.237
C 0.419 3.939 -0.596 -0.371
C 0.353 4.724 -1.742 -0.102
C 0.731 6.060 -1.690 -0.071
C 1.171 6.612 -0.497 -0.072
C 1.241 5.826 0.646 -0.068
C 0.874 4.490 0.600 -0.105
C -1.176 2.003 -2.268 -0.450
C -2.412 2.644 -2.291 -0.109
C -3.228 2.551 -3.410 -0.063
C -2.808 1.831 -4.519 -0.067
C -1.566 1.211 -4.510 -0.074
C -0.755 1.296 -3.387 -0.136
H -0.966 2.446 1.611 0.073
H -2.287 2.224 0.462 0.050
H -2.231 0.221 1.991 0.069
H -0.544 0.028 1.749 0.026
H -4.008 -1.736 -2.103 0.094
H -6.415 -1.418 -2.357 0.108
H -7.636 0.125 -0.847 0.109
H -6.409 1.326 0.931 0.109
H -4.010 0.999 1.224 0.087
H -2.058 -3.551 -1.431 0.099
H -2.140 -5.793 -0.469 0.109
H -2.057 -6.113 1.982 0.108
H -1.924 -4.138 3.474 0.110
H -1.891 -1.887 2.537 0.094
H -0.002 4.313 -2.678 0.099
H 0.673 6.668 -2.583 0.110
H 1.457 7.654 -0.458 0.109
H 1.586 6.255 1.578 0.110
H 0.956 3.890 1.496 0.086
H -2.761 3.226 -1.447 0.108
H -4.192 3.044 -3.413 0.112
H -3.444 1.759 -5.392 0.110
H -1.228 0.660 -5.377 0.108
H 0.208 0.797 -3.402 0.092
C 1.921 -6.426 -1.271 -0.024
C 1.629 -4.992 -0.945 -0.238
C 1.491 -4.032 -1.942 0.002
C 1.237 -2.722 -1.593 -0.129
N 1.096 -2.327 -0.323 -0.075
C 1.223 -3.249 0.640 -0.117
C 1.491 -4.574 0.376 0.006
H 1.896 -6.606 -2.344 0.083
H 1.193 -7.081 -0.791 0.091
H 2.907 -6.707 -0.900 0.097
H 1.592 -4.299 -2.986 0.122
H 1.129 -1.963 -2.360 0.115
H 1.112 -2.899 1.659 0.112
H 1.582 -5.273 1.196 0.130
```

total charge	+1
E_HOMO	-11.134	eV
energy above the lowest of the compared OMol25 structures with the same formula, charge and spin	0.2035	eV
frontier orbital gap	8.639	eV
LUMO energy	-0.092	Eh

The following is a quantum chemistry calculation of C38H36F3IIrN5 as an isolated structure at a distorted geometry, from the OMol25 dataset.

```
84
Properties=species:S:1:pos:R:3:mulliken_spin:R:1
Ir 0.806 0.255 0.008 2.169
C -3.654 -0.372 -1.513 0.004
C -3.168 -1.428 -0.513 -0.005
C -1.665 -1.627 -0.596 0.135
N -1.119 -2.433 0.551 -0.044
C -1.479 -1.921 1.908 0.298
C -2.513 -2.710 2.492 0.069
C -3.181 -2.636 3.675 0.158
C -3.103 -1.614 4.663 0.302
C -2.276 -0.523 4.617 -0.043
C -1.235 -0.226 3.732 0.428
C -0.722 -0.904 2.580 -0.087
N 0.492 -0.539 2.132 0.668
C 1.517 -0.166 3.093 -0.020
C 1.840 1.327 3.282 0.040
C 2.422 2.029 2.053 -0.003
N 1.416 2.122 1.028 0.168
C 0.678 3.180 0.828 -0.080
C 0.842 4.410 1.518 0.013
C 0.348 5.669 1.250 -0.010
C -0.417 6.117 0.179 0.011
C -1.038 5.325 -0.770 -0.010
C -1.142 3.944 -0.796 0.021
C -0.526 2.950 -0.001 0.040
N -0.980 1.697 0.035 0.207
C -2.393 1.473 -0.248 0.001
C -2.737 0.853 -1.620 0.016
H -4.647 -0.049 -1.195 0.001
H -3.761 -0.818 -2.505 0.001
H -3.687 -2.372 -0.704 -0.001
H -3.427 -1.123 0.501 -0.008
H -1.150 -0.668 -0.570 0.075
H -1.380 -2.148 -1.510 0.017
H -2.823 -3.559 1.885 0.036
H -3.890 -3.434 3.857 0.006
H -3.769 -1.692 5.512 0.019
H -2.408 0.197 5.416 0.002
H -0.690 0.677 3.965 0.028
H 2.433 -0.665 2.755 0.021
H 1.264 -0.583 4.073 -0.007
H 2.572 1.371 4.091 -0.005
H 0.955 1.875 3.609 0.004
H 3.264 1.446 1.675 -0.007
H 2.820 3.002 2.350 -0.005
H 1.471 4.354 2.398 -0.001
H 0.648 6.435 1.956 0.000
H -0.570 7.187 0.103 0.000
H -1.576 5.845 -1.555 -0.001
H -1.804 3.542 -1.556 0.004
H -2.932 2.415 -0.127 -0.003
H -2.755 0.810 0.545 -0.010
H -1.814 0.588 -2.136 0.011
H -3.241 1.590 -2.249 0.000
I 3.604 0.267 -0.918 0.101
C 3.769 -1.760 -0.330 -0.016
C 5.036 -2.268 -0.285 0.004
C 5.238 -3.624 0.024 0.003
C 4.158 -4.425 0.250 0.000
C 2.847 -3.898 0.227 0.008
C 1.755 -4.749 0.505 0.012
C 0.499 -4.237 0.566 0.007
C 0.299 -2.859 0.354 -0.133
C 1.282 -1.970 0.015 0.327
C 2.605 -2.514 -0.047 -0.026
H 5.884 -1.630 -0.492 -0.006
H 6.245 -4.017 0.074 0.000
H 4.285 -5.479 0.463 0.001
H 1.935 -5.802 0.678 0.001
H -0.342 -4.890 0.785 0.001
H -1.632 -3.311 0.505 -0.008
F -1.002 1.038 -7.010 0.000
C 0.279 0.756 -6.712 0.001
F 1.035 1.740 -7.216 0.000
F 0.603 -0.381 -7.341 0.000
C 0.447 0.641 -5.222 -0.003
C 0.563 -0.595 -4.605 0.000
C 0.649 -0.628 -3.225 0.009
N 0.616 0.466 -2.465 0.094
C 0.534 1.652 -3.072 -0.002
C 0.442 1.790 -4.444 0.000
H 0.590 -1.505 -5.187 0.001
H 0.758 -1.570 -2.697 -0.003
H 0.535 2.523 -2.429 0.002
H 0.369 2.767 -4.901 0.001
```

total charge	+1
multiplicity	6
E_HOMO (alpha / beta)	-9.072 / -9.033	eV
energy above the lowest of the compared OMol25 structures with the same formula, charge and spin	1.3676	eV
frontier orbital gap (alpha / beta)	6.331 / 4.067	eV
LUMO energy (alpha / beta)	-0.101 / -0.183	Eh

The following is a quantum chemistry calculation of C38H37N5O8PbSSe2 as an isolated structure at a distorted geometry, from the OMol25 dataset.

```
92
Properties=species:S:1:pos:R:3:lowdin_charge:R:1
Pb 10.577 14.314 14.423 1.433
N 11.364 15.195 18.376 0.022
N 12.472 14.379 18.690 -0.098
C 13.471 14.175 17.816 -0.918
N 14.452 13.333 18.185 0.081
S 13.544 15.056 16.396 0.558
H 11.653 15.747 17.566 -0.004
H 10.629 14.530 18.064 0.052
H 12.423 13.861 19.567 0.142
H 14.437 12.935 19.101 0.087
H 15.271 13.225 17.616 0.086
C 5.866 17.943 12.216 0.001
C 7.043 17.441 11.397 -0.523
C 6.910 17.836 9.919 0.007
O 8.317 17.986 11.857 -0.034
C 8.718 17.047 12.871 -0.159
C 8.284 15.679 12.378 -0.147
O 7.164 16.005 11.552 -0.037
C 9.190 14.621 11.612 -0.398
O 10.414 14.555 12.296 -0.395
C 8.493 13.209 11.668 -0.125
C 9.329 12.091 11.631 -0.023
C 8.856 10.835 11.992 -0.077
C 7.516 10.658 12.259 -0.113
C 6.630 11.726 12.211 -0.100
C 7.099 12.987 11.908 -0.040
C 9.501 14.834 10.144 -0.109
C 8.475 14.825 9.185 -0.045
C 8.747 15.041 7.858 -0.107
C 10.055 15.321 7.422 -0.112
C 11.079 15.279 8.346 -0.120
C 10.824 14.979 9.677 -0.029
C 10.101 17.417 13.460 -0.451
O 10.312 16.513 14.472 -0.391
C 9.926 18.781 14.188 -0.109
C 9.971 19.969 13.396 -0.023
C 9.883 21.185 14.025 -0.110
C 9.743 21.275 15.423 -0.113
C 9.743 20.093 16.168 -0.100
C 9.749 18.843 15.567 -0.017
C 11.274 17.576 12.456 -0.097
C 11.152 17.673 11.031 -0.029
C 12.298 17.657 10.250 -0.131
C 13.575 17.539 10.793 -0.110
C 13.719 17.564 12.185 -0.083
C 12.578 17.636 12.997 -0.017
H 5.672 19.017 12.041 0.087
H 6.060 17.842 13.270 0.074
H 4.915 17.399 12.012 0.099
H 6.732 18.937 9.820 0.094
H 6.038 17.375 9.472 0.079
H 7.811 17.535 9.396 0.070
H 8.088 17.261 13.782 0.167
H 7.969 15.082 13.212 0.106
H 10.373 12.234 11.410 0.116
H 9.487 9.975 12.070 0.093
H 7.152 9.625 12.472 0.108
H 5.561 11.526 12.393 0.103
H 6.401 13.803 11.769 0.104
H 7.465 14.499 9.439 0.120
H 7.982 14.960 7.105 0.086
H 10.228 15.498 6.364 0.085
H 12.101 15.485 8.007 0.100
H 11.686 14.898 10.368 0.128
H 10.077 19.920 12.311 0.114
H 9.999 22.096 13.449 0.087
H 9.579 22.239 15.886 0.080
H 9.801 20.172 17.264 0.098
H 9.640 17.948 16.137 0.107
H 10.182 17.708 10.509 0.117
H 12.169 17.748 9.159 0.099
H 14.448 17.413 10.135 0.093
H 14.706 17.550 12.624 0.089
H 12.692 17.676 14.084 0.117
O 8.693 11.168 15.810 -0.697
Se 7.907 12.723 16.230 0.925
O 8.955 13.281 17.468 -0.557
O 8.183 13.599 14.780 -0.597
O 6.288 12.563 16.493 -0.476
Se 10.129 10.497 16.609 1.187
N 11.509 11.636 16.022 -0.229
C 12.230 10.849 15.244 -0.438
C 13.543 11.286 14.741 -0.074
C 14.179 10.376 13.918 -0.172
C 13.586 9.133 13.462 -0.180
C 12.362 8.686 13.877 -0.094
C 11.635 9.497 14.841 -0.463
N 10.456 9.211 15.275 -0.181
H 13.845 12.280 15.066 0.056
H 15.178 10.593 13.547 0.062
H 14.081 8.626 12.649 0.062
H 11.920 7.807 13.465 0.072
```

total charge	-2
E_HOMO	-0.520	eV
frontier orbital gap	4.578	eV
LUMO energy	0.149	Eh

Number 1: total energy -83491.3628 eV. Number 2: total energy -248157.7447 eV. Number 3: total energy -66520.5315 eV. Number 4: total energy -210608.4713 eV.